Computed, not measured: a cluster of 5 separate species, C41H86F3N2O5 in total at a distorted geometry, with ωB97M-V/def2-TZVPD.

Properties
E = -2398.7321 a.u.
spin multiplicity = 1
net charge = +1
HOMO-LUMO gap = 8.395 eV

The geometry in XYZ format:
```
137
Properties=species:S:1:pos:R:3:forces:R:3:lowdin_charge:R:1
C 0.86315 2.08714 -1.60086 -0.05 -1.06 0.11 -0.0488
C 0.42061 1.99917 -3.05642 0.71 1.27 0.15 -0.2522
O -0.99752 2.07844 -3.19860 -0.18 -0.44 -0.10 -0.1444
C -1.57418 0.80032 -3.03541 0.65 0.49 0.16 -0.1979
C -1.63001 0.08784 -4.40215 -1.35 -0.25 0.83 -0.0121
C -1.74935 -1.43785 -4.35812 1.21 0.37 -0.80 -0.3182
F -1.58072 -1.85171 -5.63799 -0.25 -0.18 -0.49 0.1131
N -3.13401 -1.89597 -3.99151 -1.04 0.72 0.36 -0.0024
O -3.47055 -3.12844 -4.54142 0.23 -0.75 0.06 0.1047
C -3.29808 -1.90530 -2.49820 -0.37 -0.70 -0.01 0.0535
C -2.13669 -2.52608 -1.70888 -0.62 1.89 1.06 -0.5306
F -2.19401 -3.89269 -1.73765 -0.42 -0.31 -0.47 0.1094
N -2.22205 -2.04420 -0.36551 0.98 -1.85 -0.38 0.1725
C -2.82224 -2.78431 0.50393 0.17 0.13 0.58 -0.3213
C -2.06577 -3.09390 1.76169 -0.89 1.56 0.54 -0.0132
C -4.23791 -3.32602 0.41977 0.99 -0.18 -0.67 0.0013
O -0.86797 -2.15892 -2.14180 -0.54 0.62 -0.54 0.0981
C -0.65767 -2.16689 -3.52588 0.04 -1.43 -0.22 -0.4190
F 0.46594 -1.43497 -3.71800 0.38 0.66 0.23 0.1198
C -0.32099 -3.55922 -4.07812 0.00 -0.05 0.13 -0.0680
C 0.58136 -4.35394 -3.11890 0.46 -0.33 -1.20 -0.1325
C 1.50612 -5.26400 -3.96751 0.49 0.34 -0.37 -0.0847
C 2.70052 -5.77805 -3.16492 -0.34 1.69 -1.40 -0.5250
O 2.54552 -6.68735 -2.45384 -0.19 -2.68 1.95 0.1776
O 3.92395 -5.19210 -3.27574 -0.25 0.61 -0.07 0.0020
C 3.89502 -3.79338 -2.96447 0.61 0.52 0.40 -0.2131
C 3.62361 -3.49864 -1.47005 -0.69 0.22 -0.67 -0.0472
H 0.46126 2.97105 -1.10974 0.13 0.09 -0.11 0.0836
H 1.95879 2.03313 -1.51020 -0.32 0.29 -0.15 0.0716
H 0.50081 1.20683 -1.05492 -0.03 0.14 0.10 0.0696
H 0.84986 1.13444 -3.57211 -0.20 -0.13 0.10 0.1118
H 0.81819 2.88577 -3.55567 -0.15 -0.08 -0.21 0.1241
H -0.98251 0.27655 -2.27878 -0.20 -0.39 -0.20 0.1123
H -2.57783 0.93070 -2.62150 0.01 0.15 -0.11 0.1197
H -2.53715 0.44962 -4.90764 0.19 0.04 -0.19 0.1394
H -0.80316 0.32122 -5.06738 0.23 -0.04 0.31 0.1473
H -3.80558 -1.21371 -4.36062 0.31 0.18 -0.05 0.2063
H -4.27301 -3.03121 -5.08345 0.23 0.18 0.05 0.1635
H -3.51813 -0.89265 -2.17090 0.49 0.11 -0.06 0.1434
H -4.19392 -2.48775 -2.29244 0.02 -0.11 -0.11 0.1469
H -2.53442 -2.46488 2.53856 0.09 -0.32 0.22 0.0973
H -2.18718 -4.13057 2.07538 0.04 -0.01 -0.18 0.0982
H -1.03824 -2.75629 1.68851 0.09 -0.32 -0.14 0.0756
H -4.27070 -4.04105 -0.40754 -0.20 -0.22 0.21 0.0890
H -4.48702 -3.79832 1.36448 -0.32 -0.05 -0.14 0.0884
H -4.91557 -2.51304 0.16093 -0.06 0.02 0.26 0.0920
H 0.25265 -3.36159 -4.98317 -0.13 0.03 -0.08 0.1272
H -1.20325 -4.11505 -4.39816 -0.04 0.00 0.23 0.1283
H 0.02233 -5.00875 -2.45645 0.00 0.39 0.35 0.1246
H 1.22641 -3.65195 -2.59610 -0.28 -0.06 0.42 0.0922
H 0.98072 -6.15640 -4.30554 -0.08 -0.01 0.11 0.1304
H 1.83934 -4.75328 -4.87644 0.07 0.15 0.18 0.1197
H 4.88225 -3.39578 -3.19156 0.05 -0.29 -0.25 0.1211
H 3.20622 -3.23895 -3.61036 -0.16 -0.29 -0.03 0.1072
H 2.87128 -2.70353 -1.43580 0.18 0.09 0.26 0.0650
H 3.17981 -4.34829 -0.94986 0.23 -0.09 -0.02 0.0828
H 4.51741 -3.15201 -0.96046 0.01 -0.18 0.10 0.0746
C -1.54936 1.26112 2.32631 0.05 0.12 0.04 -0.1063
C -1.08040 1.26066 3.77898 0.01 -0.15 -0.11 -0.2559
C -1.81794 0.24515 4.65012 -0.01 0.03 0.07 -0.2309
C -3.32405 0.47796 4.78821 -0.01 -0.01 -0.09 -0.2318
C -3.71904 1.84332 5.34875 -0.04 -0.07 0.11 -0.2693
C -3.21165 2.08353 6.76716 -0.02 0.11 -0.09 -0.1073
H -2.60162 1.53968 2.24149 0.00 -0.02 -0.01 0.0655
H -0.97249 1.97934 1.74045 -0.02 -0.03 -0.05 0.0651
H -1.41661 0.27458 1.87232 -0.03 -0.01 -0.01 0.0579
H -1.17723 2.26542 4.19764 -0.01 -0.02 0.02 0.1025
H -0.01333 1.02184 3.79953 -0.01 0.03 0.04 0.1034
H -1.35818 0.23305 5.64213 -0.02 -0.02 0.00 0.1050
H -1.65922 -0.75677 4.23549 0.03 0.01 0.01 0.0805
H -3.73563 -0.30388 5.43524 0.00 0.02 0.01 0.1102
H -3.80615 0.34348 3.81375 0.01 0.00 -0.01 0.0950
H -4.81028 1.91298 5.35186 0.02 0.02 -0.04 0.1049
H -3.36442 2.64225 4.69156 0.00 -0.03 -0.03 0.0986
H -3.59340 1.32241 7.45065 0.04 -0.01 0.00 0.0767
H -3.54403 3.05706 7.12979 0.02 -0.03 0.05 0.0718
H -2.12160 2.07115 6.81412 -0.01 -0.02 0.03 0.0663
C -2.89146 8.90655 -3.76797 -0.16 -0.01 0.01 -0.1097
C -3.37496 7.89517 -2.73322 0.15 0.08 0.01 -0.2696
C -2.39752 6.74062 -2.51388 -0.08 -0.06 0.05 -0.2285
C -2.14308 5.86570 -3.74297 0.07 0.05 -0.03 -0.2253
C -3.38976 5.22479 -4.35031 0.09 -0.11 0.04 -0.2627
C -4.09879 4.26793 -3.39771 -0.12 -0.03 -0.12 -0.1094
H -2.77736 8.45360 -4.75426 0.03 0.02 0.00 0.0650
H -3.60808 9.72345 -3.86445 0.05 0.02 -0.03 0.0711
H -1.93148 9.33579 -3.47447 0.01 -0.02 -0.03 0.0762
H -4.35828 7.51400 -3.02280 0.01 -0.03 0.02 0.0978
H -3.51600 8.41234 -1.78043 -0.04 -0.04 0.00 0.1053
H -2.76511 6.11888 -1.69163 0.02 -0.01 -0.01 0.0998
H -1.43906 7.14644 -2.17519 -0.02 0.02 0.00 0.1103
H -1.43857 5.07444 -3.46389 -0.04 -0.03 -0.02 0.0978
H -1.63920 6.45584 -4.51354 -0.01 0.01 0.02 0.1033
H -3.09200 4.67073 -5.24562 -0.01 0.04 -0.02 0.1024
H -4.09007 5.99357 -4.68673 0.02 0.02 0.01 0.1005
H -3.42508 3.46402 -3.08756 0.04 0.06 0.06 0.0518
H -4.96405 3.81514 -3.88827 -0.02 0.00 0.05 0.0664
H -4.45899 4.77925 -2.50403 0.01 -0.03 0.01 0.0689
C 5.13375 1.50516 -1.67355 0.11 0.04 -0.13 -0.1204
C 6.39613 1.62738 -0.82662 -0.10 -0.12 0.07 -0.2665
C 6.10676 1.82305 0.66124 0.07 0.03 0.03 -0.2281
C 5.34388 3.10305 1.00893 -0.06 -0.01 -0.05 -0.2306
C 6.01514 4.39937 0.55690 0.02 0.01 0.13 -0.2710
C 7.37561 4.63389 1.20597 -0.03 0.06 -0.13 -0.1093
H 4.52837 2.41271 -1.62783 -0.01 -0.01 0.01 0.0563
H 5.39436 1.33658 -2.72038 -0.07 -0.01 0.00 0.0695
H 4.52031 0.66394 -1.33925 -0.03 0.03 0.03 0.0668
H 7.01617 2.44299 -1.20686 0.00 0.01 0.03 0.1009
H 6.98546 0.71404 -0.94585 0.04 0.04 -0.01 0.1050
H 7.05234 1.80017 1.20955 -0.02 0.02 0.01 0.1024
H 5.52946 0.96686 1.02649 0.01 -0.01 -0.02 0.1074
H 5.20308 3.13601 2.09403 0.01 0.02 -0.01 0.1100
H 4.33795 3.05766 0.57908 0.00 -0.02 0.01 0.0939
H 5.35808 5.23548 0.81172 -0.01 -0.01 -0.05 0.1042
H 6.12027 4.41493 -0.53168 -0.02 -0.02 0.00 0.0976
H 7.28623 4.66959 2.29357 0.03 -0.04 0.00 0.0762
H 7.79732 5.58318 0.87267 0.03 -0.02 0.05 0.0708
H 8.08814 3.84957 0.94585 0.01 0.01 0.03 0.0658
C 0.99573 -2.37537 4.22648 0.25 -0.02 0.06 -0.1087
C 1.50509 -3.81292 4.20021 -0.17 0.03 -0.14 -0.2590
C 0.44305 -4.83525 4.60383 0.08 -0.08 0.04 -0.2250
C -0.08389 -4.69086 6.03301 -0.05 0.09 0.00 -0.2282
C 0.98191 -4.76689 7.12511 -0.05 -0.13 0.02 -0.2684
C 1.70769 -6.10808 7.16941 0.07 0.12 0.04 -0.1089
H 0.69120 -2.07518 5.23026 -0.04 0.03 -0.03 0.0695
H 1.78156 -1.69067 3.90177 -0.07 0.05 0.00 0.0751
H 0.14203 -2.24990 3.55737 -0.03 0.02 0.05 0.0398
H 2.38587 -3.90275 4.84040 -0.02 -0.03 0.01 0.1019
H 1.84005 -4.04634 3.18483 0.05 -0.03 0.04 0.1029
H 0.85042 -5.84028 4.46343 -0.02 0.00 0.02 0.1035
H -0.40531 -4.75792 3.91352 0.02 0.01 -0.01 0.0907
H -0.82729 -5.47558 6.20728 0.02 0.00 0.02 0.1101
H -0.62255 -3.74294 6.13042 0.00 -0.01 -0.02 0.0983
H 0.49836 -4.59949 8.09111 0.01 0.05 -0.02 0.1059
H 1.70954 -3.95949 7.00448 -0.03 0.02 -0.01 0.0987
H 1.00360 -6.92563 7.33715 0.01 -0.01 -0.04 0.0761
H 2.43511 -6.11985 7.98214 0.00 -0.05 -0.02 0.0714
H 2.24882 -6.30600 6.24264 -0.01 -0.03 0.01 0.0654
```
Forces are in eV/Å.